Computed, not measured: a cluster of 19 separate species, C46H55Cl72N2O4 in total in a non-equilibrium geometry, with ωB97M-V with the def2-TZVPD basis set.

frontier orbital gap	7.7	eV
2S+1	1
E	-961347.9287	eV
molecular weight	3252.57	g mol⁻¹
ΔE to the lowest compared entry with this formula, charge and spin	191.5	kcal per mole
strongest force on any atom	0.1766	Eh/bohr
net charge	+1
lowest unoccupied orbital energy	-3.655	eV

Cartesian coordinates (Å):
C  2.03505  0.12040  0.54865
C  1.46145  -0.24446  -0.76813
C  1.68700  -1.70716  -1.54988
C  0.80291  -2.80919  -0.77836
C  -0.44147  -2.20557  0.16021
O  -1.48058  -1.51352  -0.62745
C  -1.91944  -0.34608  0.20100
O  -2.95187  -0.45582  1.06099
C  3.28458  -2.08874  -1.21473
O  4.12921  -1.01247  -1.75400
C  4.04429  -0.90773  -3.21821
C  4.14540  0.64045  -3.76929
C  3.45064  1.76313  -2.79711
N  2.09560  2.11293  -3.37444
O  5.25108  -1.60881  -3.77036
C  6.38243  -1.51727  -2.83519
C  7.73981  -1.89642  -3.73588
C  8.80421  -2.85385  -2.93747
C  9.10656  -2.15209  -1.48716
C  2.75276  -1.75004  -3.86759
N  1.48790  -1.48315  -3.01714
C  0.26373  -2.03550  -3.67881
C  0.45741  -3.36412  -4.61514
C  1.00634  -4.70706  -3.87555
C  2.09076  -5.42787  -4.92468
C  2.17478  -7.04263  -4.58097
C  3.46822  -7.80543  -5.25596
C  4.91113  -7.06762  -4.99533
C  5.43462  -6.15556  -6.29104
C  6.85831  -5.45266  -5.80175
C  7.88955  -5.12709  -7.03629
C  7.15447  -4.45241  -8.34520
C  6.46300  -2.98299  -8.04683
C  7.59365  -1.78182  -7.85283
H  1.41663  0.26524  1.54680
H  3.21450  0.27053  0.65364
H  0.74639  0.55866  -1.28237
H  0.30927  -3.65553  -1.41425
H  1.50644  -3.36905  0.00791
H  -0.97457  -3.18588  0.58779
H  -0.06747  -1.62276  1.10309
H  -1.37854  0.70008  0.16561
H  3.56865  -3.17353  -1.62692
H  3.47558  -2.17821  -0.03943
H  3.76706  0.79416  -4.86819
H  5.31013  0.89848  -3.79119
H  4.11623  2.74830  -2.90335
H  3.44900  1.50413  -1.65567
H  1.47583  2.60510  -2.69041
H  2.30675  2.74112  -4.20456
H  6.36315  -2.34226  -1.97420
H  6.58587  -0.43310  -2.42216
H  7.34398  -2.44835  -4.71523
H  8.22891  -0.89952  -4.10487
H  9.79892  -2.86307  -3.59747
H  8.43485  -3.96360  -2.86584
H  9.11403  -0.97769  -1.61421
H  8.21705  -2.47241  -0.76555
H  10.15051  -2.52796  -1.04869
H  3.08588  -2.86706  -3.86951
H  2.62118  -1.28938  -4.96022
H  1.40179  -0.42223  -3.11804
H  -0.10005  -1.19711  -4.45434
H  -0.67397  -2.21516  -3.00539
H  1.10526  -3.17601  -5.60031
H  -0.63005  -3.63037  -5.03190
H  1.68244  -4.34693  -2.96025
H  0.15370  -5.46031  -3.53050
H  1.86212  -5.19812  -6.04906
H  3.14764  -4.92731  -4.68472
H  2.08841  -7.19849  -3.41848
H  1.20188  -7.52528  -5.07455
H  3.54136  -8.90538  -4.79837
H  3.35030  -7.97382  -6.42957
H  5.79880  -7.81456  -4.75987
H  4.85285  -6.30832  -4.07669
H  5.60829  -6.79782  -7.25526
H  4.68185  -5.26598  -6.45978
H  7.42453  -6.16744  -5.03971
H  6.54447  -4.49510  -5.17697
H  8.75881  -4.39022  -6.68183
H  8.41449  -6.12242  -7.41588
H  6.36930  -5.18317  -8.86020
H  7.98200  -4.25730  -9.17184
H  5.83942  -2.69383  -9.01672
H  5.70738  -3.00376  -7.13489
H  8.65024  -2.30990  -7.73993
H  7.60417  -1.09526  -8.81454
H  7.32788  -1.10559  -6.93291
C  7.40947  -1.74655  2.77660
Cl  7.15428  -3.48799  3.05376
Cl  6.18210  -1.14044  1.63614
Cl  7.26704  -0.87203  4.32240
Cl  9.03450  -1.48567  2.09420
C  -6.36540  0.51184  1.22357
Cl  -8.05278  1.08322  1.25251
Cl  -5.27530  1.85758  1.64208
Cl  -6.16403  -0.80533  2.40641
Cl  -5.96945  -0.08823  -0.40664
C  8.27868  1.18598  7.76923
Cl  8.73112  2.89256  7.52958
Cl  9.49307  0.13543  6.99719
Cl  8.20806  0.82961  9.51354
Cl  6.68240  0.88628  7.03675
C  -9.94687  2.52224  4.44171
Cl  -10.20207  0.78080  4.71887
Cl  -11.17424  3.12835  3.30125
Cl  -10.08930  3.39676  5.98751
Cl  -8.32184  2.78312  3.75931
C  10.73653  6.07870  9.77452
Cl  9.26978  7.08488  9.87836
Cl  11.94096  6.66113  10.95119
Cl  10.32161  4.38462  10.13858
Cl  11.41376  6.18401  8.12991
C  10.79511  2.09851  -2.58204
Cl  10.08906  1.55464  -1.03923
Cl  10.00415  1.24465  -3.93102
Cl  10.54667  3.85355  -2.76292
Cl  12.54059  1.74134  -2.59500
C  -0.08274  1.96353  -6.73757
Cl  -1.77012  2.53491  -6.70864
Cl  1.00735  3.30927  -6.31907
Cl  0.11862  0.64636  -5.55474
Cl  0.31321  1.36347  -8.36779
C  -11.01176  6.52003  0.68794
Cl  -9.95438  5.16922  1.16939
Cl  -10.28526  7.38003  -0.69302
Cl  -12.60924  5.88566  0.21865
Cl  -11.19831  7.64521  2.05675
C  -12.80550  -1.19955  1.85739
Cl  -14.39247  -1.27136  1.05059
Cl  -12.82947  -2.23327  3.30836
Cl  -11.54395  -1.77545  0.73873
Cl  -12.45601  0.48189  2.33181
C  -12.87118  11.24999  4.00276
Cl  -14.33794  12.25617  4.10661
Cl  -11.66675  11.83242  5.17944
Cl  -13.28611  9.55592  4.36683
Cl  -12.19395  11.35530  2.35816
C  -15.89633  12.20602  8.03416
Cl  -16.15152  10.46458  8.31132
Cl  -17.12370  12.81213  6.89371
Cl  -16.03876  13.08054  9.57997
Cl  -14.27130  12.46691  7.35177
C  -15.08936  3.44983  3.01623
Cl  -13.76810  4.40651  2.29957
Cl  -16.65168  4.21909  2.63958
Cl  -15.06167  1.80069  2.34234
Cl  -14.87599  3.37292  4.78344
C  -17.52905  15.95922  12.11771
Cl  -15.89315  15.65251  12.75359
Cl  -18.62690  14.66153  12.65174
Cl  -18.11958  17.52543  12.72833
Cl  -17.47660  15.99755  10.33720
C  5.48740  -5.12581  6.59189
Cl  5.79983  -6.23291  5.23127
Cl  3.74341  -5.10973  6.95621
Cl  6.38860  -5.67839  8.02614
Cl  6.01783  -3.48222  6.15405
C  -18.63659  7.59581  7.02589
Cl  -17.60847  6.92826  8.31891
Cl  -20.35092  7.40690  7.47295
Cl  -18.26716  9.32496  6.80650
Cl  -18.31978  6.72322  5.50514
C  3.00243  -9.39625  6.29131
Cl  3.54793  -11.08934  6.18907
Cl  1.29849  -9.35145  6.81001
Cl  4.00632  -8.51922  7.47351
Cl  3.15707  -8.62491  4.69269
C  7.35164  -8.18251  2.18150
Cl  6.22395  -9.21282  3.09875
Cl  7.03640  -6.47086  2.56271
Cl  9.02721  -8.59159  2.62837
Cl  7.11912  -8.45483  0.43615
C  -2.72956  2.64678  -2.49813
Cl  -4.31653  2.57496  -3.30494
Cl  -2.75353  1.61305  -1.04717
Cl  -1.46801  2.07088  -3.61679
Cl  -2.38007  4.32821  -2.02371

Cartesian forces, eV/Å:
0.26 -0.80 -2.01
0.21 0.84 1.90
2.70 1.11 3.61
-1.22 -0.22 1.37
0.22 -2.47 0.73
0.51 2.76 2.62
-4.76 -1.96 5.09
6.85 0.39 -5.95
-0.19 -0.67 -0.08
-1.91 -0.93 -1.25
0.84 -0.52 -1.03
1.08 0.67 1.36
1.31 1.32 -0.60
0.70 0.18 0.39
-1.23 1.03 2.01
2.82 -0.81 -0.39
-1.00 -0.51 -0.68
0.54 1.20 -0.69
-0.17 -0.73 -0.14
2.41 0.69 -0.37
0.67 1.29 -1.17
-2.96 -0.64 -3.02
-0.87 -0.66 -0.55
1.38 0.43 -0.61
0.50 -0.27 1.32
-0.59 0.12 -1.30
0.60 -0.78 0.29
0.45 0.83 -0.49
0.66 0.31 1.45
-0.07 -0.25 0.08
-0.04 0.30 -0.46
0.21 0.47 -0.31
-0.16 0.26 -0.73
-0.22 -0.54 -0.33
0.98 1.16 -2.64
-2.50 -1.82 0.13
0.26 -2.47 1.48
1.16 1.80 0.80
-1.45 1.30 -1.77
1.18 2.11 -0.83
-0.67 -0.82 -2.09
-0.11 -2.99 0.18
-0.58 2.35 0.54
-0.61 0.65 -2.70
0.53 -0.67 2.15
-2.51 -0.76 0.06
-1.06 -2.20 0.44
-0.22 0.16 -2.40
0.99 -0.27 -0.94
-0.85 -1.04 1.59
-0.47 2.02 -1.75
-0.90 -2.18 -0.57
0.88 1.12 2.08
-0.76 -1.94 0.85
-2.14 -0.04 1.48
0.55 2.20 0.03
0.06 -2.50 0.33
2.10 0.86 -1.28
-2.43 0.89 -0.84
-1.07 2.10 -0.10
-0.05 -1.30 2.51
-0.01 -1.25 0.20
0.85 -2.10 2.03
2.25 0.57 -0.62
-1.31 -0.09 2.39
2.29 0.86 0.93
-1.66 -1.13 -1.67
1.87 1.79 -0.71
0.21 -0.63 2.14
-2.18 -1.09 -0.63
0.46 0.29 -2.28
2.01 0.96 1.23
-0.32 2.41 -0.93
0.01 0.59 2.54
-2.07 1.33 -0.45
0.05 -1.71 -1.81
-0.54 1.19 1.89
1.33 -1.95 -0.06
-1.23 1.41 -1.60
0.86 -1.79 -1.41
-1.91 -1.63 -0.64
-1.16 2.01 0.96
1.61 1.52 1.35
-1.63 -0.43 1.70
1.14 -0.71 2.13
1.64 -0.10 -1.80
-2.16 1.42 -0.06
0.10 -1.47 2.01
0.73 -1.38 -1.71
0.20 -0.09 0.21
0.15 0.70 -0.27
0.16 -0.08 0.07
0.03 -0.22 -0.52
-0.46 -0.04 0.19
-0.14 -0.10 0.08
0.53 -0.53 -0.56
-0.29 -0.21 -0.06
-0.07 0.38 -0.32
-0.09 0.13 0.30
0.17 0.11 0.07
-0.19 -0.55 -0.04
-0.30 0.25 0.20
0.00 0.10 -0.46
0.26 0.06 0.20
0.03 -0.09 0.11
0.24 0.45 0.07
0.44 -0.26 0.72
0.00 -0.20 -0.40
-0.43 0.32 0.64
0.03 0.02 0.10
0.35 -0.25 -0.04
-0.31 -0.14 -0.32
0.15 0.47 0.00
-0.17 -0.04 0.36
0.17 0.11 0.02
0.14 0.17 -0.31
0.18 0.19 0.28
0.05 -0.47 0.04
-0.51 0.08 0.00
-0.24 0.33 -0.51
0.55 -0.17 -0.37
-0.30 -0.24 -0.20
0.26 0.17 -0.87
-0.08 0.14 0.56
0.12 0.12 -0.03
-0.18 0.50 -0.31
-0.16 -0.17 0.30
0.82 0.58 -0.41
0.01 -0.33 -0.36
0.10 0.15 0.06
0.31 -0.02 0.15
0.00 0.25 -0.34
-0.28 0.12 0.24
0.56 -1.19 -0.38
-0.13 0.05 -0.03
0.39 -0.30 -0.32
-0.23 -0.13 -0.28
0.09 0.40 -0.06
-0.14 -0.04 0.40
0.26 -0.11 0.29
0.86 1.03 0.42
0.22 -0.14 0.20
0.06 -0.30 -0.46
-0.43 -0.05 0.44
-0.11 -0.19 0.21
-1.05 -0.47 0.38
0.38 -0.11 0.08
-0.76 0.94 0.21
-0.04 0.00 -0.38
-0.06 0.05 0.00
-0.38 0.05 -0.17
0.28 0.30 -0.14
0.15 -0.39 -0.14
-0.07 0.12 0.49
-0.08 -0.07 0.13
-0.18 0.52 0.75
0.37 0.13 -0.11
-0.22 0.13 -0.35
-0.20 -0.42 0.32
-0.18 0.13 -0.18
-0.19 0.17 -0.27
0.42 0.01 -0.09
-0.87 -1.05 -0.45
-0.03 0.16 0.36
0.00 -0.04 0.13
-0.13 0.43 0.00
0.43 0.00 -0.14
-0.25 -0.35 -0.28
-0.10 -0.18 0.35
0.13 -0.21 0.00
0.30 0.31 -0.24
0.26 -0.72 -0.67
-0.47 0.15 -0.12
0.04 0.08 0.39
-0.32 0.43 -0.15
0.47 -0.02 0.22
-0.87 1.48 -1.48
-0.47 0.12 1.06
-0.06 -0.46 -0.09

Löwdin population analysis, charges in e, atoms 1 to 4: 0.018, -0.080, -0.280, -0.073